1.
Below is a molecular structure, C23H36InN4O2S, with properties calculated with the ωB97M-V functional and the def2-TZVPD basis.

Summary:
- lowest unoccupied orbital energy (eV) = 2.262
- spin multiplicity = 1
- charge = -1
- frontier orbital gap (eV) = 7.17

Positions of all 67 atoms, in Å:
In (1.65993, 1.49052, 1.87085)
S (0.33655, 4.21720, 0.50125)
O (0.43178, -2.10478, 0.25382)
O (-1.25231, -3.56787, 0.44078)
N (3.58249, 1.56443, 5.63279)
N (-5.81820, 0.26593, 2.58174)
N (2.01221, -2.59021, -3.73460)
N (1.66046, -3.03436, -8.64497)
C (1.79472, -3.40058, -4.81729)
C (-4.50723, 1.89429, 3.30509)
C (-0.95918, -2.01427, 2.25307)
C (4.88670, 3.19195, 6.36506)
C (3.76150, 3.08632, 7.22722)
C (0.58185, -0.08660, 3.05873)
C (0.93987, -4.39614, -4.42689)
C (-6.43189, 0.79288, 3.68544)
C (-1.18103, 4.88703, -0.24310)
C (-0.64981, -2.61410, 0.91129)
C (1.30628, -3.05335, -2.65721)
C (-4.64717, 0.93191, 2.34281)
C (0.62959, -4.17438, -3.05538)
C (0.36370, -2.90099, -9.05718)
C (2.97511, 2.07396, 6.74319)
C (-1.64629, 6.15691, 0.48383)
C (-0.71999, -0.48136, 2.32836)
C (1.08901, -4.97331, -9.54030)
C (4.74070, 2.24078, 5.38969)
C (0.12460, 2.45269, 0.49806)
C (-5.64206, 1.80673, 4.15776)
C (-0.02091, -4.08812, -9.61882)
C (2.11036, -4.29327, -8.93422)
H (-0.17183, -1.97903, -8.91396)
H (-3.68311, 2.58233, 3.38958)
H (5.70210, 3.89104, 6.44529)
H (2.60057, -1.77972, -3.72692)
H (-1.96891, 4.14475, -0.20350)
H (2.03695, 1.67831, 7.09108)
H (5.35636, 1.99450, 4.54278)
H (-1.98423, 6.89059, -0.24200)
H (1.24486, -0.94380, 3.13595)
H (1.13042, -5.99221, -9.88579)
H (0.25946, 2.02254, -0.49155)
H (1.34120, -2.55016, -1.70741)
H (3.11204, -4.59604, -8.68353)
H (-0.85689, 2.18004, 0.87770)
H (2.21379, 2.75729, 2.99818)
H (-0.87406, 6.57511, 1.11639)
H (3.54998, 3.68794, 8.09535)
H (-0.72588, -0.09465, 1.31183)
H (3.22069, 0.82110, 5.06423)
H (-5.85135, 2.41710, 5.01983)
H (3.02795, 0.82210, 0.94859)
H (-0.35134, -2.51625, 2.99812)
H (2.19706, -2.31990, -8.19245)
H (-0.98720, 5.13305, -1.28256)
H (-0.01851, -4.76470, -2.43035)
H (-1.99136, -2.23321, 2.50153)
H (0.32931, 0.24503, 4.06090)
H (-6.16925, -0.49484, 2.03317)
H (0.40765, -1.14720, 0.18879)
H (2.26174, -3.20056, -5.76576)
H (-4.01517, 0.66303, 1.51399)
H (-0.99052, -4.30106, -10.03546)
H (0.57554, -5.19212, -5.05486)
H (-7.37102, 0.40310, 4.03795)
H (-2.50610, 5.93942, 1.11042)
H (-1.56227, -0.02277, 2.83356)

2.
Below is a molecular structure, C23H36IrN5OS2Si3, with properties calculated with the ωB97M-V functional and the def2-TZVPD basis.

Summary:
- lowest unoccupied orbital energy (alpha / beta) (eV) = -5.332 / -5.464
- relative energy (zero: lowest compared OMol25 entry of this formula, charge and spin) (kJ/mol) = 155.3
- spin multiplicity = 2
- charge = +1
- frontier orbital gap (alpha / beta) (eV) = 6.40 / 6.08

Positions of all 71 atoms, in Å:
Ir (-1.02208, 0.82480, -0.73719)
S (-2.87321, 2.48120, 2.47895)
S (-3.18944, 0.93612, 0.24210)
Si (1.04557, 0.90913, 1.67701)
Si (1.56806, 2.59276, -0.93892)
Si (1.80522, -0.46844, -1.15972)
O (-1.42337, -6.38712, -0.70059)
N (-3.53134, -0.06319, 5.31027)
N (-1.07396, 2.93536, -0.76771)
N (-3.59836, -2.50853, 1.55614)
N (-1.43793, -1.15344, -0.93303)
N (-1.34490, -3.60178, -0.76260)
C (-0.11034, -0.40916, 2.33956)
C (-3.14456, 0.88858, 1.99714)
C (1.65715, 2.61374, -2.80296)
C (0.50517, 2.53665, 2.39211)
C (-2.23872, 3.60647, -0.71500)
C (-1.80041, -5.70808, -1.88141)
C (0.91836, -0.65743, -2.81913)
C (-3.51191, -1.49239, 2.08618)
C (-1.78505, -5.65354, 0.45991)
C (3.10820, 3.30619, -0.20346)
C (-1.07039, -4.32174, 0.50518)
C (-1.12769, 5.67599, -0.30390)
C (-2.30107, 4.96451, -0.47738)
C (2.77938, 0.50530, 2.21454)
C (-1.40728, -2.30742, -0.81352)
C (1.01547, 0.96490, -0.22208)
C (-3.45622, -0.13556, 4.16504)
C (3.60319, -0.08400, -1.44158)
C (0.07797, 3.63063, -0.62990)
C (0.07446, 4.99711, -0.40225)
C (-1.08309, -4.37790, -1.99563)
C (-3.37102, -0.21714, 2.73405)
C (1.72752, -2.07201, -0.21463)
H (3.93510, 2.59494, -0.29360)
H (0.63878, -1.70111, -2.98666)
H (2.84460, 0.49594, 3.30724)
H (0.00697, -4.47589, 0.58905)
H (0.39185, 2.42565, 3.47538)
H (-2.86751, -5.49299, 0.49132)
H (4.05659, -0.90114, -2.01254)
H (2.55101, -2.14652, 0.50252)
H (3.39922, 4.21550, -0.73767)
H (3.49866, 1.24196, 1.84259)
H (3.76315, 0.84056, -2.00055)
H (1.22716, 3.34079, 2.21666)
H (-1.44008, -3.81981, -2.85887)
H (1.86467, 3.63757, -3.13108)
H (-1.02387, -0.51208, 1.75936)
H (1.81770, -2.91727, -0.90650)
H (2.99150, 3.55069, 0.85483)
H (0.69769, 2.31600, -3.23676)
H (1.55700, -0.33863, -3.64730)
H (-1.48604, -6.25143, 1.31741)
H (1.01764, 5.52132, -0.30371)
H (-1.14958, 6.74035, -0.10698)
H (-2.88449, -5.55093, -1.90056)
H (4.14009, -0.00167, -0.49088)
H (-3.13875, 3.04248, -0.87478)
H (-0.00296, -0.07015, -2.90279)
H (-1.51628, -6.34004, -2.71943)
H (-0.00756, -4.54434, -2.08840)
H (0.80142, -2.17201, 0.34005)
H (2.43213, 1.96774, -3.22230)
H (3.08567, -0.48139, 1.85404)
H (-0.46027, 2.85842, 1.99432)
H (-0.40202, -0.15040, 3.36397)
H (-3.26807, 5.44653, -0.43136)
H (0.37710, -1.39026, 2.37079)
H (-1.43163, -3.72896, 1.33766)

3.
Below is a molecular structure, C23H36MgN2SeSi4, with properties calculated with the ωB97M-V functional and the def2-TZVPD basis.

Summary:
- lowest unoccupied orbital energy (eV) = 4.370
- relative energy (zero: lowest compared OMol25 entry of this formula, charge and spin) (kJ/mol) = 15.8
- spin multiplicity = 1
- charge = -2
- frontier orbital gap (eV) = 5.41

Positions of all 67 atoms, in Å:
Se (-2.61360, -0.52341, 0.16140)
Si (3.34786, -1.95677, 0.26834)
Si (0.37043, -3.36550, 1.90332)
Si (0.53581, -3.25614, -1.79722)
Si (1.01385, -2.01925, 0.11157)
Mg (0.00539, 0.44592, 0.18744)
N (-2.63191, 5.32378, -3.13120)
N (-1.40473, 1.93737, 0.02349)
C (-1.30809, -3.59696, -1.93786)
C (5.85653, 3.10210, 2.83156)
C (4.18564, 2.53048, 1.16938)
C (6.40247, 3.25386, 0.50292)
C (1.40167, -4.92926, -1.98630)
C (3.89715, -1.24174, 1.93006)
C (-3.86021, 2.19804, 0.32829)
C (6.77916, 3.39200, 1.83330)
C (-2.64746, 3.51055, -1.30731)
C (0.67050, -2.42917, 3.51770)
C (4.57772, 2.67825, 2.50617)
C (-1.47782, 2.85790, -0.90503)
C (-2.62277, 1.42672, 0.64470)
C (5.12403, 2.83006, 0.17375)
C (-2.62689, 4.50668, -2.30546)
C (4.04754, -0.81653, -1.06610)
C (1.32292, -4.99277, 2.08665)
C (1.77446, 1.59792, 0.57120)
C (4.34632, -3.56122, 0.09279)
C (-1.44836, -3.82940, 1.86473)
C (-3.86747, 3.15079, -0.61034)
C (2.87847, 2.05649, 0.83281)
C (1.03196, -2.27017, -3.33231)
H (1.73846, -2.27789, 3.69136)
H (0.97212, -5.55321, 2.96079)
H (0.25295, -2.96880, 4.37506)
H (3.88087, -2.00523, 2.71426)
H (-4.76000, 1.93878, 0.87273)
H (-1.87927, -2.68745, -1.72930)
H (-2.05831, -2.95866, 1.60702)
H (2.11948, -2.17420, -3.39994)
H (1.15757, -5.59551, -1.15450)
H (-0.53813, 3.12019, -1.38753)
H (0.20189, -1.44226, 3.47765)
H (5.41788, -3.34367, 0.16809)
H (4.08800, -4.28116, 0.87293)
H (0.67198, -2.74929, -4.24926)
H (-4.77877, 3.69018, -0.84565)
H (7.11216, 3.47538, -0.28579)
H (-1.57071, -3.95423, -2.93949)
H (1.19473, -5.62290, 1.20242)
H (7.78078, 3.71602, 2.08899)
H (0.61487, -1.26097, -3.28980)
H (3.50730, 0.13312, -1.06281)
H (2.39332, -4.80839, 2.20476)
H (3.85949, 2.44652, 3.28176)
H (-1.62405, -4.35060, -1.21084)
H (3.95166, -1.26107, -2.06145)
H (6.13743, 3.20415, 3.87343)
H (-2.47887, 1.34026, 1.72236)
H (4.16528, -4.04477, -0.86952)
H (-1.77615, -4.21246, 2.83784)
H (-1.63996, -4.60101, 1.11280)
H (4.83199, 2.71681, -0.86215)
H (4.91548, -0.84368, 1.86093)
H (2.48676, -4.80857, -1.99907)
H (3.23851, -0.42441, 2.23190)
H (5.10782, -0.60822, -0.88307)
H (1.09995, -5.41976, -2.91859)

4.
Below is 2 unconnected molecules or ions with the total composition C23H36N5O5, with properties calculated with the ωB97M-V functional and the def2-TZVPD basis.

Summary:
- lowest unoccupied orbital energy (eV) = -2.739
- spin multiplicity = 1
- charge = +1
- frontier orbital gap (eV) = 8.13

Positions of all 69 atoms, in Å:
O (0.84763, -6.73311, -2.73840)
O (1.76855, -5.55278, -4.43667)
O (3.41978, 3.59437, 5.46946)
O (-1.82539, -5.38761, -3.72747)
O (3.31536, 3.64414, 2.55768)
N (-2.46650, 0.08374, 2.68449)
N (-0.30679, 0.79598, 2.99987)
N (-0.77169, -1.20902, 2.02952)
N (2.43553, 4.79371, 7.01661)
N (2.43222, 5.56353, 3.42000)
C (-0.03155, -3.63467, -2.43132)
C (-0.60912, -3.31170, -3.83549)
C (-1.17123, -1.52737, -2.22728)
C (-1.31867, -1.95097, -3.68471)
C (4.00565, 5.68377, 1.58774)
C (-1.56527, -4.39257, -4.39684)
C (-2.30029, -4.19968, -5.65928)
C (0.44132, 4.30946, 4.36248)
C (3.21789, 4.86320, 2.58475)
C (0.65978, 2.95794, 3.66558)
C (-0.59720, 2.08730, 3.65060)
C (1.33691, -5.60743, -3.29877)
C (-2.38172, -3.60646, -8.02104)
C (-1.65901, -3.75349, -6.82900)
C (-3.75239, -3.88692, -8.05504)
C (-1.17992, -0.09867, 2.57572)
C (2.60895, 4.46444, 5.73298)
C (-4.40144, -4.32340, -6.89695)
C (1.49612, 5.75352, 7.60250)
C (1.34572, -4.32598, -2.47270)
C (0.04302, -2.28468, -1.72132)
C (1.72350, 5.12324, 4.64926)
C (-3.67782, -4.48586, -5.71130)
H (1.45806, 2.41093, 4.16787)
H (2.09155, -3.64737, -2.89661)
H (-0.59317, -3.54094, -6.82563)
H (1.66339, -4.57423, -1.45735)
H (0.21562, -3.19252, -4.54508)
H (-1.05042, -0.44385, -2.12878)
H (2.44844, 6.55821, 3.25522)
H (0.47481, 5.53563, 7.28493)
H (-2.37828, -1.99973, -3.95769)
H (-2.05986, -1.83104, -1.66463)
H (3.32365, 6.21827, 0.92958)
H (-0.22777, 4.91369, 3.74816)
H (0.93787, 3.13628, 2.62835)
H (-1.38221, 2.61551, 3.10566)
H (-3.11553, -0.60713, 2.35719)
H (-2.79934, 0.92957, 3.10878)
H (4.64344, 6.38821, 2.11960)
H (-1.87484, -3.27841, -8.92427)
H (0.03146, -2.39644, -0.63373)
H (1.76216, 6.77100, 7.30822)
H (-4.19017, -4.84592, -4.82255)
H (4.63268, 5.01481, 0.99836)
H (-1.43365, -1.89986, 1.72600)
H (1.53988, 5.68760, 8.69168)
H (3.05289, 4.30234, 7.64641)
H (-0.83852, -1.21568, -4.33899)
H (-5.46291, -4.55371, -6.92222)
H (-0.72524, -4.27070, -1.86916)
H (-4.30895, -3.77351, -8.98141)
H (0.95505, -1.74924, -2.00708)
H (-0.92713, 1.91338, 4.67709)
H (0.85512, -7.39459, -3.44749)
H (0.67025, 0.58643, 2.86438)
H (1.37536, 6.04951, 5.09993)
H (0.21358, -1.39042, 1.94480)
H (-0.05920, 4.12796, 5.31482)

5.
Below is a molecular structure, C23H36P2Sn, with properties calculated with the ωB97M-V functional and the def2-TZVPD basis.

Summary:
- lowest unoccupied orbital energy (alpha / beta) (eV) = -8.308 / -7.935
- relative energy (zero: lowest compared OMol25 entry of this formula, charge and spin) (kJ/mol) = 294.3
- spin multiplicity = 1
- charge = +2
- frontier orbital gap (alpha / beta) (eV) = 4.83 / 5.19

Positions of all 62 atoms, in Å:
Sn (-0.42044, -2.88563, -0.60431)
P (1.35253, -0.19330, -1.63098)
P (-2.33369, 0.18571, -1.47136)
C (-1.88533, 3.19718, -0.68990)
C (-3.60912, 1.24346, -2.31101)
C (1.04526, -2.44861, 2.35055)
C (0.52591, 2.51347, -2.15793)
C (2.26558, -1.36520, 4.13592)
C (1.35334, 1.78181, -1.11360)
C (-1.79249, 1.93183, -0.14742)
C (-0.56243, 1.37303, 0.62642)
C (0.85762, 1.87839, 0.31600)
C (2.70717, -1.31454, 5.45766)
C (2.47627, 0.21546, -3.05558)
C (-2.00487, -3.81664, 0.64355)
C (1.54850, -2.48653, 3.67344)
C (1.33696, -3.58568, 4.53692)
C (2.43881, -2.37742, 6.33053)
C (-0.81893, 4.20611, -0.67519)
C (-3.41954, -1.27450, -1.22709)
C (1.79365, -3.52728, 5.85441)
C (0.23627, 3.96507, -1.80923)
C (-1.10800, 0.48679, -2.75131)
C (0.61135, -2.33822, 1.19381)
C (-0.04872, -0.56215, -2.85828)
C (2.63589, -1.26030, -0.85212)
H (-1.27327, 5.19551, -0.86847)
H (-2.86654, 3.54782, -1.02190)
H (-3.24838, 2.26977, -2.45976)
H (3.62392, -1.08875, -1.32464)
H (-0.57018, 0.26744, 0.60181)
H (-0.44095, -1.58490, -2.67376)
H (-1.91330, -3.37918, 1.64808)
H (-0.46348, 1.82273, -2.36997)
H (1.63661, -4.38126, 6.51902)
H (0.80155, -4.46207, 4.16165)
H (2.74979, -2.31266, 7.38015)
H (-0.71072, 1.60996, 1.69316)
H (-0.12285, 4.47746, -2.71803)
H (2.42510, 2.01976, -1.15315)
H (1.15763, 4.46498, -1.49215)
H (2.69901, -1.05168, 0.22296)
H (-4.53921, 1.27375, -1.72447)
H (-1.59232, 0.65458, -3.72476)
H (-1.87807, -4.91750, 0.70808)
H (-2.74494, 1.55159, 0.29463)
H (-3.83293, 0.80735, -3.29589)
H (-3.61523, -1.42589, -0.15466)
H (3.25838, -0.43957, 5.80791)
H (0.40925, -0.55462, -3.85971)
H (3.40441, 0.66064, -2.67332)
H (-2.96568, -3.57947, 0.16929)
H (2.01400, 0.89034, -3.78862)
H (1.05019, 2.52021, -3.12421)
H (-0.35097, 4.27902, 0.32210)
H (1.55780, 1.29442, 0.94182)
H (2.35811, -2.31805, -0.98460)
H (-2.93180, -2.17558, -1.64033)
H (-4.39995, -1.11233, -1.72435)
H (2.70501, -0.73863, -3.55175)
H (2.44516, -0.53835, 3.44186)
H (0.98330, 2.91087, 0.65210)

6.
Below is a molecular structure, C23H37F6NO5S3, with properties calculated with the ωB97M-V functional and the def2-TZVPD basis.

Summary:
- lowest unoccupied orbital energy (eV) = -0.387
- spin multiplicity = 1
- frontier orbital gap (eV) = 8.23

Positions of all 75 atoms, in Å:
S (-1.22639, -0.35292, -0.57928)
S (-3.43004, 4.79031, -1.31578)
S (-5.95619, 5.19565, -2.13750)
F (-6.04866, 6.95629, -4.10270)
F (-0.79319, 4.65915, -1.53745)
F (-7.87260, 5.83680, -3.81659)
F (-1.70622, 6.23745, -2.69898)
F (-6.16457, 4.90475, -4.75522)
F (-1.84305, 4.19250, -3.35473)
O (-3.44694, 3.39210, -0.94449)
O (-3.31126, 5.70222, -0.21586)
O (-6.40518, 6.20605, -1.22702)
O (-6.53306, 3.89225, -1.96403)
O (0.48731, 3.74193, 1.16760)
N (-4.40003, 5.21481, -2.47724)
C (-0.56798, 1.31695, -0.84530)
C (0.93247, 1.50359, -0.59901)
C (5.19513, -1.93783, 3.04209)
C (1.36478, 1.41338, 0.89033)
C (-3.34072, -3.47399, 2.29695)
C (1.40274, 2.77882, 1.64316)
C (0.06080, -1.52132, -0.09021)
C (-3.15434, -1.38038, 1.11857)
C (1.51002, -3.28640, -1.28776)
C (2.91973, -3.36381, -1.95418)
C (-1.86810, 4.98621, -2.26557)
C (1.08245, -1.80864, -1.21250)
C (4.03033, -1.01765, 2.63809)
C (4.11758, -3.31555, 0.31883)
C (-4.40230, -1.59784, 0.59090)
C (3.97030, -4.02213, -1.04676)
C (-4.59404, -3.64865, 1.76121)
C (6.04161, -2.54518, 1.86703)
C (-6.54163, 5.75204, -3.78567)
C (-5.12981, -2.71932, 0.89421)
C (-2.40022, -0.12461, 0.79984)
C (5.41006, -2.48238, 0.47338)
C (-2.64208, -2.34047, 1.97067)
H (6.16669, -2.85240, -0.23203)
H (4.94747, -3.99249, -1.54175)
H (7.01003, -2.03491, 1.88434)
H (1.55436, 0.87688, -1.24144)
H (-3.12018, 0.60271, 0.40022)
H (1.13358, 2.55653, 2.68711)
H (4.24094, -0.38470, 1.77444)
H (-5.16620, -4.53034, 2.03621)
H (0.56056, -1.25989, 0.84440)
H (1.15539, 2.53097, -0.91365)
H (1.54665, -3.73236, -0.29133)
H (3.71848, -5.08081, -0.91176)
H (-1.08565, 1.99263, -0.15416)
H (-6.12142, -2.90081, 0.49685)
H (0.75506, 0.72178, 1.48015)
H (-1.66036, -2.18477, 2.41943)
H (2.84902, -3.89631, -2.90750)
H (5.87620, -1.32617, 3.64649)
H (2.40148, 1.05531, 0.88075)
H (-0.85680, 1.65615, -1.84295)
H (0.84105, -3.81194, -1.97453)
H (0.75220, -1.42013, -2.18304)
H (4.06960, -4.02320, 1.15598)
H (-4.86270, -0.86887, -0.07496)
H (3.15415, -1.63661, 2.40562)
H (-0.35370, 3.69455, 1.63296)
H (-1.92043, 0.35572, 1.65707)
H (2.41096, 3.19745, 1.68312)
H (4.87354, -2.74296, 3.70889)
H (-2.92578, -4.19618, 2.99057)
H (3.29623, -2.36085, -2.19547)
H (3.27936, -2.62635, 0.48087)
H (5.25480, -1.43545, 0.18645)
H (3.73400, -0.40034, 3.49219)
H (1.98256, -1.23103, -0.97421)
H (-0.48283, -2.45456, 0.10572)
H (6.24493, -3.59046, 2.12983)